1 | {"formula": "C3H4N2S2", "method": "ωB97M-V/def2-TZVPD", "elements": ["C", "C", "C", "H", "H", "H", "H", "N", "N", "S", "S"], "coordinates": [[-0.85036, -0.15318, -0.04020], [0.49085, -0.82006, 0.26906], [1.62269, 0.14257, 0.00180], [-2.66044, -0.07439, -0.14031], [0.55687, -1.69126, -0.31539], [0.46956, -1.11468, 1.34084], [-1.20171, 1.70034, -0.73761], [-1.93488, -0.75088, -0.21369], [-0.65085, 1.23118, -0.05171], [3.16215, -0.24351, -0.16526], [0.99613, 1.77387, 0.05248]], "orbital_gap_ev": 8.3, "smiles": "[H]/N=C1/CC(=S)SN1", "e_lumo_ev": -0.44, "molar_mass_g_mol": 132.2}

2 | {"formula": "C3H4N2S2", "method": "ωB97M-V/def2-TZVPD", "elements": ["C", "C", "C", "N", "N", "S", "S", "H", "H", "H", "H"], "coordinates": [[-0.38675, 1.06036, -0.04186], [-2.53836, 1.19477, -1.16294], [-0.90572, -0.08016, -0.53433], [-2.12699, 0.00062, -1.15986], [2.20521, -1.42491, -2.31343], [-1.46877, 2.35372, -0.37185], [-0.10416, -1.54140, -0.35301], [0.39075, 1.09258, 0.69093], [-3.34379, 1.65504, -1.61419], [2.87244, -2.14701, -1.99226], [1.29833, -1.87590, -2.61726]], "orbital_gap_ev": [5.5, 5.5], "e_lumo_ev": [-2.90, -2.90], "molar_mass_g_mol": 132.2}

Verdict on stability: 1 comes out on top.

1 | {"formula": "C2H8N3", "method": "ωB97M-V/def2-TZVPD", "elements": ["C", "N", "H", "H", "H", "H", "N", "C", "N", "H", "H", "H", "H"], "coordinates": [[2.18915, -1.39303, -0.91032], [1.09200, -1.34155, -0.27994], [2.72721, -0.47516, -1.11555], [2.59261, -2.34071, -1.24935], [0.63833, -2.23026, -0.07905], [0.56312, -0.31535, 0.10504], [-2.18565, 0.54285, 0.28404], [-1.12731, 1.33960, 0.40220], [0.08911, 0.92175, 0.46285], [-3.10315, 0.92710, 0.13439], [-2.09974, -0.45938, 0.30719], [-1.35154, 2.40190, 0.42330], [0.74081, 1.67230, 0.64658]], "orbital_gap_ev": 10.4, "charge": 1, "e_lumo_ev": -3.93, "molar_mass_g_mol": 74.1}

2 | {"formula": "C2H8N3", "method": "ωB97M-V/def2-TZVPD", "elements": ["C", "C", "N", "N", "N", "H", "H", "H", "H", "H", "H", "H", "H"], "coordinates": [[-0.06961, 1.54390, -0.39229], [-0.67625, -1.19069, -0.64921], [0.78059, -1.50340, 1.16980], [0.50928, 0.58398, 0.38922], [0.31598, -0.73278, 0.40208], [-0.96983, 1.38256, -0.71878], [-0.03691, 2.56821, 0.12848], [0.57888, 1.64255, -1.26496], [-0.26900, -1.20083, -1.65006], [-1.72636, -0.59429, -0.58084], [-0.88805, -2.29634, -0.41899], [1.31296, -1.05438, 1.96635], [1.13835, 0.85152, 1.61919]], "orbital_gap_ev": 10.0, "charge": 1, "e_lumo_ev": -5.04, "molar_mass_g_mol": 74.1}

3 | {"formula": "C2H8N3", "method": "ωB97M-V/def2-TZVPD", "elements": ["C", "C", "N", "N", "N", "H", "H", "H", "H", "H", "H", "H", "H"], "coordinates": [[1.45906, 1.70713, 0.40499], [-1.57952, -0.15011, 1.07077], [1.59926, 0.59999, -0.14408], [-0.71951, -0.53656, 0.23176], [-0.98968, -0.37358, -1.15492], [0.65727, 2.21385, -0.07637], [-2.54328, 0.27536, 0.77093], [2.26104, 2.10255, 1.08547], [-1.50528, -0.31797, 2.09537], [0.82029, 0.23849, -0.66487], [-0.41589, -1.06028, -1.70020], [-2.07059, -0.22106, -1.26182], [2.41085, -0.03120, 0.09762]], "orbital_gap_ev": 8.8, "charge": 1, "e_lumo_ev": -4.97, "molar_mass_g_mol": 74.1}

4 | {"formula": "C2H8N3", "method": "ωB97M-V/def2-TZVPD", "elements": ["C", "C", "N", "N", "N", "H", "H", "H", "H", "H", "H", "H", "H"], "coordinates": [[-0.86613, 0.95318, 0.31843], [-0.83347, -1.64449, -1.23149], [-0.35840, -0.41382, 0.30208], [0.42759, 0.61131, -0.14903], [1.63840, 0.70055, 0.88127], [-1.38236, 1.27521, -0.55605], [-1.03316, 1.50646, 1.23893], [0.19873, -1.96551, -0.91316], [-1.87793, -2.17390, -0.99540], [-1.08035, -1.01209, -2.08963], [2.36051, 0.79250, 0.26042], [1.73871, -0.05760, 1.59643], [1.41634, 1.63052, 1.33686]], "orbital_gap_ev": 10.0, "charge": 1, "e_lumo_ev": -3.96, "molar_mass_g_mol": 74.1}

Verdict on stability: 1 comes out on top.

1 | {"formula": "C6H13DyO4", "method": "ωB97M-V/def2-TZVPD", "elements": ["C", "O", "H", "H", "H", "O", "C", "C", "O", "C", "C", "O", "C", "Dy", "H", "H", "H", "H", "H", "H", "H", "H", "H", "H"], "coordinates": [[-1.39783, 1.42464, 1.45774], [-1.33175, 0.15807, 2.06062], [-1.44659, 1.33236, 0.35497], [-2.26366, 1.97560, 1.85904], [-0.44722, 1.97997, 1.56981], [-0.48530, 0.56718, -2.98595], [-1.32598, -0.28993, -3.22854], [-1.32819, -1.57683, -2.46260], [-0.24776, -1.70878, -1.62766], [-0.38825, -0.90544, 1.25417], [1.05348, -0.54021, 1.52884], [1.51456, 0.39186, 0.54961], [2.59314, 1.20270, 0.99729], [1.50089, -0.21840, -1.85872], [-2.22333, -0.03168, -3.82235], [-1.43618, -2.38509, -3.21943], [-2.28937, -1.57671, -1.89771], [-0.62248, -1.85042, 1.76253], [-0.84417, -0.67610, 0.27908], [1.70232, -1.42956, 1.56319], [1.13796, -0.08955, 2.53139], [2.88474, 1.84950, 0.16428], [2.25668, 1.82133, 1.84235], [3.43430, 0.57548, 1.32807]], "orbital_gap_ev": [8.9, 8.0], "charge": 1, "spin_multiplicity": 7, "e_lumo_ev": [-3.24, -4.48], "molar_mass_g_mol": 311.7, "s_squared": 12.024}

2 | {"formula": "C6H13DyO4", "method": "ωB97M-V/def2-TZVPD", "elements": ["C", "O", "C", "H", "H", "H", "H", "H", "H", "O", "C", "C", "O", "C", "C", "O", "Dy", "H", "H", "H", "H", "H", "H", "H"], "coordinates": [[2.31196, 1.06591, 0.79122], [2.31853, -0.00700, -0.06412], [3.44264, -0.88110, 0.01098], [2.50915, 2.02160, 0.30036], [-0.76468, 1.52910, 0.96324], [1.95270, 0.81521, 1.78965], [3.37414, -1.55198, -0.85165], [3.38107, -1.47415, 0.93348], [4.35993, -0.27581, -0.01874], [-0.26394, 1.47379, -1.80419], [-1.31546, 2.10471, -1.15429], [-1.67042, 1.39848, 0.15638], [-1.79489, 0.04123, -0.23874], [-1.95190, -0.98593, 0.73104], [-1.57620, -2.28001, 0.00965], [-0.37859, -2.15155, -0.67847], [0.19292, -0.44285, -1.53241], [-2.21202, 2.06453, -1.81132], [-1.10858, 3.16566, -0.90976], [-2.60355, 1.76654, 0.60878], [-2.98591, -0.99692, 1.10944], [-1.26781, -0.78568, 1.57288], [-2.40507, -2.53110, -0.68565], [-1.54401, -3.08266, 0.77224]], "orbital_gap_ev": [8.8, 8.0], "charge": 1, "spin_multiplicity": 7, "e_lumo_ev": [-3.89, -4.48], "molar_mass_g_mol": 311.7, "s_squared": 13.026}

Verdict on stability: 1 comes out on top.

1 | {"formula": "C6H7N3O", "method": "ωB97M-V/def2-TZVPD", "elements": ["C", "C", "C", "C", "C", "C", "N", "N", "N", "O", "H", "H", "H", "H", "H", "H", "H"], "coordinates": [[-1.63159, 1.06665, -0.92555], [-0.86334, 1.43840, -1.96409], [0.95750, 0.44966, -1.06171], [0.21473, -0.06495, 0.16836], [-1.23105, 0.14642, 0.09272], [2.17716, -0.86510, 1.39747], [0.46402, 1.08017, -2.05193], [-2.63116, -1.32295, 1.45988], [0.77996, -0.69234, 1.13206], [-2.29253, -0.38775, 0.60104], [-2.60194, 1.33688, -1.02053], [-1.21272, 2.02468, -2.70325], [2.06577, 0.20367, -1.25632], [2.79008, 0.12857, 1.68667], [2.13541, -1.44337, 2.24953], [2.63688, -1.33905, 0.44973], [-1.75718, -1.75961, 1.74591]], "orbital_gap_ev": [7.4, 7.7], "e_lumo_ev": [-0.73, -1.34], "molar_mass_g_mol": 137.1}

2 | {"formula": "C6H7N3O", "method": "ωB97M-V/def2-TZVPD", "elements": ["C", "C", "C", "N", "C", "N", "C", "C", "N", "H", "H", "H", "H", "H", "O", "H", "H"], "coordinates": [[0.05369, -2.34508, 0.24205], [-0.59008, -0.98973, 0.22482], [-1.98264, -0.84751, 0.21150], [-2.59565, 0.31790, 0.02304], [-1.81746, 1.38389, -0.14872], [-0.49145, 1.37264, -0.14661], [0.11189, 0.22046, 0.15756], [1.61270, 0.23665, 0.19681], [2.39391, -0.20972, -0.72217], [0.96674, -2.34987, 0.85108], [-0.64267, -3.08895, 0.64750], [0.32731, -2.66438, -0.77434], [-2.61734, -1.73654, 0.27551], [-2.30962, 2.34998, -0.28955], [2.13615, 1.26825, 0.83640], [1.92631, -0.85318, -1.35499], [2.94153, 1.46275, 0.13473]], "orbital_gap_ev": 9.9, "smiles": "[H]/N=C(/O)c1ncncc1C", "e_lumo_ev": 0.04, "molar_mass_g_mol": 137.1}

3 | {"formula": "C6H7N3O", "method": "ωB97M-V/def2-TZVPD", "elements": ["C", "C", "C", "C", "C", "C", "H", "H", "H", "H", "H", "H", "H", "N", "N", "N", "O"], "coordinates": [[2.00148, -0.42004, -1.39022], [0.76927, -0.97770, -2.00352], [-0.64559, -0.14098, -0.11791], [-0.36318, -0.26636, 2.09768], [-1.05097, 0.95312, 2.28625], [-1.49396, 1.54602, 1.16222], [2.00370, -0.76197, -0.45216], [2.78623, -0.46648, -2.08533], [1.86610, 0.74293, -1.36698], [-1.18251, -1.22393, -2.01007], [0.01036, -0.81492, 2.86953], [-1.27691, 1.31016, 3.53082], [-2.15674, 2.40983, 1.06942], [-0.45106, -0.63093, -1.39733], [-0.15522, -0.77675, 0.91768], [-1.37881, 1.05601, -0.08302], [0.71783, -1.53800, -3.02705]], "orbital_gap_ev": 10.0, "smiles": "CC(=O)Nc1ncccn1", "e_lumo_ev": 0.27, "molar_mass_g_mol": 137.1}

Verdict on stability: 2 comes out on top.

1 | {"formula": "C4H10FN", "method": "ωB97M-V/def2-TZVPD", "elements": ["C", "C", "C", "C", "H", "H", "H", "H", "H", "H", "H", "H", "H", "H", "N", "F"], "coordinates": [[1.90642, -0.48504, -1.36796], [1.43516, 0.13003, -0.06814], [-1.06487, -0.28405, 0.15423], [-2.10372, 0.30124, 1.10349], [2.93278, -0.78056, -1.33574], [1.75712, 0.21575, -2.13589], [1.20997, -1.35407, -1.52927], [2.06701, 1.01380, 0.15281], [1.46555, -0.62380, 0.74181], [0.04662, 1.50158, 0.44673], [-0.87524, -1.22483, 0.66173], [-1.52239, -0.47763, -0.83811], [-1.69369, 0.46279, 2.15773], [-2.97359, -0.48085, 1.33237], [0.08092, 0.60536, -0.12807], [-2.66805, 1.48028, 0.65229]], "orbital_gap_ev": 9.8, "smiles": "CCNCCF", "e_lumo_ev": 1.07, "molar_mass_g_mol": 91.1}

2 | {"formula": "C4H10FN", "method": "ωB97M-V/def2-TZVPD", "elements": ["C", "C", "C", "C", "H", "H", "H", "H", "H", "H", "H", "H", "H", "H", "N", "F"], "coordinates": [[-2.12398, -0.77478, -0.27328], [-0.75593, 0.02484, -0.21696], [0.34429, -0.73289, 0.62790], [1.62585, -0.01240, 0.53460], [-2.00105, -1.75783, -0.73637], [-2.49276, -0.83629, 0.78572], [-2.86278, -0.23085, -0.87466], [-0.40202, -0.02141, -1.31262], [-1.57668, 1.47827, 0.98485], [-1.44249, 1.89760, -0.57694], [-0.08444, -0.82554, 1.60510], [0.49061, -1.82110, 0.18822], [2.41375, -0.53052, 1.09639], [1.57537, 1.00602, 0.86227], [-0.95390, 1.45384, 0.20430], [2.05760, 0.04846, -0.83173]], "orbital_gap_ev": 10.7, "smiles": "C[C@@H](N)CCF", "e_lumo_ev": 1.05, "molar_mass_g_mol": 91.1}

3 | {"formula": "C4H10FN", "method": "ωB97M-V/def2-TZVPD", "elements": ["C", "C", "C", "C", "N", "F", "H", "H", "H", "H", "H", "H", "H", "H", "H", "H"], "coordinates": [[1.21076, -1.63257, 0.18276], [-1.56875, -0.14434, -0.25150], [0.51568, 1.11876, -0.86653], [-0.25860, 0.39076, 0.12603], [-0.00735, 0.41116, 1.43685], [-1.15956, 1.40901, 2.28738], [2.00669, -1.28264, -0.33481], [1.12337, -1.54916, 1.24632], [0.62799, -2.42131, -0.35716], [-1.64765, -0.27989, -1.44016], [-2.47668, 0.51958, 0.01156], [-1.77717, -1.16778, 0.08972], [0.89431, 0.48283, -1.67338], [0.10592, 1.86818, -1.49240], [1.55937, 1.45545, -0.54200], [0.85167, 0.82196, 1.57731]], "orbital_gap_ev": [8.9, 8.0], "e_lumo_ev": [-0.14, -0.82], "molar_mass_g_mol": 91.1}

Verdict on stability: 2 comes out on top.

1 | {"formula": "C2H5OP", "method": "ωB97M-V/def2-TZVPD", "elements": ["C", "C", "O", "P", "H", "H", "H", "H", "H"], "coordinates": [[0.13658, -0.90944, 0.01381], [-0.21790, 0.34609, -0.50519], [-0.91448, 1.20684, 0.28226], [1.57212, 0.20542, 0.13109], [-0.10564, -1.44682, 0.95221], [0.30544, -1.77469, -0.60055], [-0.41170, 0.37443, -1.59517], [-1.77746, 1.14167, -0.07084], [1.41305, 0.85649, 1.39237]], "orbital_gap_ev": 9.9, "smiles": "O[C@@H]1CP1", "e_lumo_ev": 0.86, "molar_mass_g_mol": 76.0}

2 | {"formula": "C2H5OP", "method": "ωB97M-V/def2-TZVPD", "elements": ["C", "C", "O", "P", "H", "H", "H", "H", "H"], "coordinates": [[-0.34531, 1.04554, -0.34025], [0.02850, -0.43793, -0.32778], [1.30278, -0.84732, -0.04158], [-1.41001, -0.01741, 0.77215], [0.30517, 1.62575, 0.19251], [-0.80074, 1.42508, -1.17355], [-0.22199, -0.87354, -1.39174], [1.19316, -1.75845, 0.03556], [-0.05156, -0.16171, 2.27468]], "orbital_gap_ev": 9.5, "e_lumo_ev": 0.07, "molar_mass_g_mol": 76.0}

Verdict on stability: 1 comes out on top.